1.
Computed, not measured: a structure of composition C23H43Cl2FN3O4RhSi in a non-equilibrium geometry, with ωB97M-V/def2-TZVPD.

The geometry in XYZ format:
```
78
Properties=species:S:1:pos:R:3:forces:R:3
C 3.241570 -1.940314 -0.991659 0.1 -0.3 0.4
C 3.004412 -1.202563 -2.272150 -0.4 0.2 -1.0
H 2.752825 -2.927859 -0.995091 0.1 0.3 -0.1
H 2.909234 -1.404800 -0.085780 0.1 -0.2 -0.5
H 4.324128 -2.140025 -0.913828 -0.3 0.1 0.2
C 3.051877 -1.800106 -3.479893 0.2 1.2 1.0
C 3.285370 -3.230642 -3.759960 0.2 -0.7 -0.1
H 2.956049 -1.162937 -4.359284 0.1 -0.2 0.2
H 2.619796 -3.876025 -3.161879 0.3 0.1 -0.3
H 4.331663 -3.545133 -3.568998 -0.5 0.1 0.0
H 3.093041 -3.375712 -4.828697 0.0 -0.4 0.3
Rh 1.506168 1.523472 0.177432 -0.1 -0.1 0.8
Cl 1.451661 3.606945 -0.816507 -0.2 1.1 -0.1
C -0.033770 3.489665 1.789012 -0.5 -0.4 -0.8
O -0.037098 2.278995 1.431454 -1.1 1.8 1.6
N -1.002366 4.387475 1.507911 0.7 -1.0 0.1
C -2.282918 3.996378 0.920764 0.3 0.0 -0.3
C -0.577511 5.773017 1.354511 0.2 0.3 0.3
H 0.815295 3.927227 2.356472 -0.3 -0.3 -0.4
H -2.789366 3.288573 1.583869 0.1 0.0 -0.2
H -2.161265 3.567838 -0.088817 0.0 0.1 0.4
H -2.862171 4.922475 0.862283 -0.1 -0.4 -0.1
H -0.011230 6.063534 2.251412 -0.2 0.1 -0.3
H -1.473272 6.388796 1.245788 0.3 0.0 0.2
H 0.067090 5.907455 0.472036 -0.3 -0.1 0.2
H -2.431881 1.207235 4.819241 0.1 -0.3 -0.1
H -0.203081 2.189350 5.686281 0.2 -0.3 0.1
C -1.977162 0.205133 4.793611 0.1 -0.1 0.4
C 0.098870 1.131569 5.760670 -0.1 0.1 -0.3
N -0.532075 0.362401 4.693112 -0.2 0.0 0.2
H -2.361120 -0.369355 3.943839 0.1 0.1 0.2
C 0.198151 -0.502531 3.941588 -0.5 -1.5 -0.6
O -0.234713 -1.550761 3.446568 0.6 1.7 0.7
H 1.193478 1.038730 5.666552 -0.5 0.1 0.1
H 1.231132 -0.168456 3.766752 0.0 -0.1 0.2
H -2.238687 -0.304332 5.742403 0.0 0.1 -0.4
H -0.230838 0.755456 6.752444 0.3 0.1 -0.5
H 0.429928 -4.055813 3.395369 -0.3 -0.1 -0.1
H -0.847491 -4.010512 0.743044 -0.3 -0.2 0.1
C -0.476847 -4.670713 3.505084 0.1 0.0 0.3
C -1.634885 -4.526338 1.320214 0.1 0.1 0.1
N -1.586176 -4.160887 2.730600 -0.2 0.0 -0.1
H -0.754147 -4.689209 4.567836 0.1 0.0 -0.2
C -2.383853 -3.174332 3.206918 -0.6 0.6 -0.8
O -3.164337 -2.516933 2.505596 0.7 -0.9 1.1
H -2.621009 -4.246684 0.933843 0.3 -0.1 0.0
H -2.290142 -3.016352 4.305942 0.0 -0.1 -0.5
H -0.249905 -5.689262 3.167572 -0.1 0.2 0.2
H -1.473009 -5.612816 1.244679 -0.1 0.3 -0.1
O 2.798222 0.887573 -0.946729 1.0 -1.3 -2.1
C 2.913250 0.350015 -2.259727 1.3 -0.4 -0.2
C 1.088025 0.295477 -4.025438 -0.1 -0.2 -0.2
C 2.029814 1.018071 -3.302870 -0.5 0.0 0.2
H 0.836484 -0.710769 -3.679811 0.1 0.4 -0.4
C 0.519220 0.819550 -5.188285 0.3 0.3 0.1
H 3.913574 0.618526 -2.644071 0.0 0.2 0.6
C 2.265061 2.357646 -3.621672 0.0 0.2 -0.4
H -0.123001 0.185794 -5.806592 0.1 0.3 0.2
C 0.854905 2.119629 -5.577991 0.2 0.1 0.2
C 1.688917 2.915464 -4.767168 -0.1 -0.4 0.0
H 2.895189 2.968285 -2.965801 -0.1 -0.3 -0.5
H 0.489713 2.514451 -6.523812 0.0 0.0 0.2
H 1.948288 3.943171 -5.054597 -0.3 -0.5 0.1
Si -1.815304 -0.881678 -1.713979 -0.2 2.3 1.5
Cl -0.586511 -2.345897 -2.313896 1.2 -1.2 -0.6
C -3.195228 -0.936515 -2.973755 -0.7 -0.5 -0.2
C -1.243050 0.913841 -1.807430 0.8 0.5 -0.5
C -1.664495 -1.016441 0.171955 -0.7 -0.7 -0.1
H -2.734366 -0.883601 -3.987153 -0.1 -0.1 0.7
H -3.892338 -0.091670 -2.902485 0.2 -0.1 0.1
H -3.788963 -1.864098 -2.934965 0.2 0.3 -0.1
H -1.929351 -2.014277 0.529240 0.0 0.3 0.1
H -2.272171 -0.301140 0.731397 -0.2 0.0 -0.1
H -0.625722 -0.812206 0.494144 -0.3 -0.2 -0.5
H -0.697140 1.164693 -2.727550 -0.3 0.1 0.2
H -0.535110 1.136477 -0.977777 -0.7 -0.1 -0.5
H -2.097313 1.619448 -1.727878 0.3 -0.5 0.1
F 1.319978 -0.110161 1.234574 0.0 -0.2 0.4
```
Forces are in eV/Å.

Summary:
<S²>: 6.015
DFT total energy (a.u.): -2787.62695
2S+1: 5
Relative energy (zero: lowest compared OMol25 entry of this formula, charge and spin) (kJ/mol): 0.0


2.
Computed, not measured: a cluster of 3 separate species, C23H43ClN2O5 in total in a non-equilibrium geometry, with ωB97M-V/def2-TZVPD.

The geometry in XYZ format:
```
74
Properties=species:S:1:pos:R:3:forces:R:3
C 4.949795 -2.143857 4.392823 -0.2 0.0 -0.7
C 3.774240 -1.388400 3.560031 0.7 -0.5 0.2
C 2.386376 -2.191151 3.542080 1.5 1.8 -1.1
O 1.753689 -2.591175 4.791999 -2.9 0.2 -1.5
C 0.348803 -2.681577 4.417888 -2.8 -1.2 1.7
O -0.587071 -3.165713 5.109717 5.0 2.3 -3.4
O 0.120841 -2.070785 3.111651 1.0 -0.3 2.3
C 1.272930 -1.150825 3.056083 0.1 -1.3 1.6
Cl 1.532225 -0.158075 1.551407 -0.6 -1.5 1.5
H 4.648292 -3.256997 4.477982 0.7 1.8 0.1
H 5.139250 -1.684305 5.424315 -0.4 -0.8 -1.5
H 5.925386 -2.082469 3.770171 -1.6 -0.1 1.2
H 3.636374 -0.287021 3.870512 0.1 -1.8 -0.2
H 4.134408 -1.346200 2.457560 -0.9 -0.1 1.8
H 2.527323 -3.184500 2.994070 -0.4 1.7 0.0
H 1.059705 -0.505721 3.995198 0.9 -0.2 -2.0
C 1.044508 3.268040 -3.437107 0.0 0.3 -0.2
C 1.613447 2.773972 -2.079340 -1.7 -0.4 -1.2
C 0.892854 3.482301 -0.908364 0.4 0.2 0.3
C 1.351179 4.918927 -0.667939 -0.1 0.0 -0.1
C 2.869137 4.995828 -0.566116 -0.2 -0.3 0.1
C 3.578363 4.366287 -1.784975 0.9 1.7 -0.8
N 3.095053 2.980898 -2.069585 0.6 -1.6 4.1
O 3.625955 2.154324 -1.122279 -0.7 1.3 -2.2
C 3.369562 5.274211 -3.020875 -0.3 0.0 -0.2
C 5.110738 4.419454 -1.551976 -0.1 -0.7 0.2
C 1.213153 1.274230 -2.025767 0.7 -0.1 0.3
H 1.799630 3.230601 -4.227703 0.0 0.0 0.2
H 0.216181 2.644099 -3.785900 0.1 0.0 0.3
H 0.649124 4.284874 -3.383938 0.1 0.0 0.0
H 1.058951 2.919444 0.019502 0.1 -0.1 -0.2
H -0.188633 3.479579 -1.076098 0.1 -0.2 -0.2
H 0.984167 5.573448 -1.464283 0.1 0.0 0.0
H 0.905712 5.291755 0.259962 0.0 0.0 -0.1
H 3.169796 6.043722 -0.456488 0.1 -0.1 -0.2
H 3.187928 4.492873 0.355689 0.1 -0.1 -0.2
H 3.810777 4.825671 -3.916220 -0.1 0.0 0.1
H 3.850914 6.246101 -2.874016 0.1 -0.2 0.2
H 2.325693 5.497937 -3.234910 0.0 -0.1 0.0
H 5.415362 3.913912 -0.631880 -0.2 -0.1 -0.2
H 5.454694 5.454305 -1.462165 -0.3 0.0 -0.1
H 5.651765 3.964830 -2.388143 -0.1 0.0 0.1
H 1.702205 0.703121 -2.822247 0.0 0.1 0.1
H 0.131983 1.156668 -2.150591 0.1 0.3 -0.1
H 1.458471 0.808709 -1.067851 0.2 0.1 -0.2
C -2.329805 -3.287554 1.184276 -0.2 -0.1 0.3
C -2.546881 -2.735478 -0.250665 1.5 -0.1 1.5
C -2.933044 -1.238998 -0.194617 -0.4 0.1 -0.3
C -4.382797 -0.980950 0.209443 0.1 0.0 0.1
C -5.339514 -1.810911 -0.636920 0.3 0.2 -0.1
C -4.999112 -3.317072 -0.612724 -1.7 -0.7 1.0
N -3.566487 -3.580526 -0.947065 0.1 2.4 -3.8
O -3.414413 -3.396745 -2.290788 -0.2 -0.9 2.4
C -5.341814 -3.894388 0.781811 0.2 0.1 0.3
C -5.972439 -4.063073 -1.562160 0.5 0.1 -0.5
C -1.140554 -2.822709 -0.905296 -0.4 -0.2 -0.7
H -2.572135 -4.352572 1.247585 -0.1 0.1 -0.1
H -1.288379 -3.199938 1.504395 -0.2 0.2 -0.2
H -2.916998 -2.753911 1.934889 0.0 -0.1 0.0
H -2.774874 -0.781672 -1.180099 0.0 -0.2 0.0
H -2.272945 -0.706361 0.497268 0.1 -0.3 0.0
H -4.524640 -1.194049 1.273248 0.0 0.0 0.0
H -4.612217 0.081742 0.080141 0.0 -0.1 0.0
H -6.364066 -1.651596 -0.282633 0.1 -0.3 0.0
H -5.315658 -1.436439 -1.668189 0.1 -0.2 0.0
H -5.056819 -4.948655 0.850799 0.0 0.1 -0.1
H -6.418117 -3.836096 0.972002 0.1 0.0 -0.3
H -4.872875 -3.363296 1.608561 0.1 -0.1 -0.1
H -5.937994 -3.681924 -2.586131 0.2 -0.1 0.1
H -7.007541 -3.948310 -1.226343 0.2 0.1 0.2
H -5.752349 -5.135213 -1.587891 0.1 0.1 0.0
H -0.806710 -3.862346 -0.992520 -0.1 0.1 0.0
H -0.399837 -2.285868 -0.303553 -0.3 -0.1 0.2
H -1.110204 -2.366458 -1.898717 -0.2 -0.2 0.1
```
Forces are in eV/Å.

Summary:
<S²>: 2.009
DFT total energy (a.u.): -1847.85446
2S+1: 3


3.
Computed, not measured: a structure of composition C23H43F6N6O6S2SiY in a non-equilibrium geometry, with ωB97M-V/def2-TZVPD.

The geometry in XYZ format:
```
88
Properties=species:S:1:pos:R:3:forces:R:3
Y -0.125619 -1.057878 -0.465337 1.5 -0.1 1.3
N -0.609007 0.591006 1.706523 0.3 -0.5 -0.2
C 0.663665 0.622201 2.463022 -0.3 0.0 0.0
C 0.708005 1.687447 3.561071 0.0 0.2 -0.1
C 0.654797 3.160956 3.122175 0.2 -0.1 0.0
C 1.952175 3.757351 2.519650 -0.1 -0.2 0.1
N 3.182206 3.162305 3.041807 -0.3 0.2 -0.1
C 3.821807 3.492884 4.125579 0.2 0.0 0.3
N 3.522997 4.604387 4.822970 0.1 -0.1 0.1
N 4.806883 2.690626 4.573352 -0.2 0.1 -0.2
C 1.829720 0.698438 1.489731 0.5 0.0 0.0
O 2.980097 0.830874 1.969131 -0.2 0.1 -0.1
O 1.553945 0.630478 0.267037 -0.5 -0.6 -0.8
H -0.777401 1.481251 1.253787 0.0 0.1 -0.1
H -1.379326 0.422811 2.339155 -0.2 0.0 0.1
H 0.783137 -0.349826 2.942345 -0.1 -0.1 0.0
H 1.587586 1.507258 4.183071 0.0 0.0 0.0
H -0.155557 1.510723 4.203387 0.0 0.0 0.1
H 0.362127 3.754643 3.989926 0.0 0.0 0.0
H -0.137435 3.300664 2.380727 0.0 0.1 0.0
H 1.960199 4.837901 2.661798 0.0 0.1 -0.1
H 1.976819 3.587476 1.445463 0.1 0.0 0.0
H 3.337584 2.210105 2.645966 -0.1 -0.3 -0.2
H 2.877910 5.268725 4.439702 0.0 0.0 0.0
H 4.119105 4.914293 5.568967 0.0 0.0 0.0
H 4.979124 1.816491 4.100384 0.0 0.0 0.0
H 5.328666 2.900317 5.401471 0.0 0.0 0.1
F -1.924855 -5.855652 -2.382549 -0.1 0.0 -0.1
C -2.321197 -5.380609 -1.212064 0.2 0.3 0.4
F -3.384419 -4.603779 -1.353616 -0.1 -0.2 -0.2
F -2.614458 -6.400122 -0.417834 -0.3 -0.2 -0.1
S -0.946899 -4.429324 -0.352472 0.1 0.4 -0.1
O -1.522720 -3.089798 -0.114368 0.4 0.0 -0.2
O -0.624346 -5.232093 0.772386 0.2 0.1 0.0
N 0.258182 -4.354965 -1.392745 -0.2 0.2 -0.1
S 0.064402 -3.377820 -2.615882 -0.4 0.3 0.1
O 0.872258 -2.154146 -2.492221 -0.5 -0.1 0.8
O -1.306226 -3.151966 -2.982354 0.1 -0.1 -0.2
C 0.881038 -4.246145 -3.988143 0.1 0.3 0.6
F 2.156585 -4.447735 -3.659731 -0.2 -0.1 -0.5
F 0.779816 -3.447839 -5.041370 0.2 -0.3 -0.2
F 0.265643 -5.390208 -4.207438 0.1 -0.2 -0.3
C -1.685839 -0.169141 -4.031736 0.1 -0.2 -0.2
Si -1.567894 0.514337 -2.258271 -0.7 0.8 -0.7
C -3.424959 0.715140 -1.764856 -0.1 0.1 0.0
C -3.585290 1.542530 -0.484053 -0.1 0.0 0.0
C -4.302187 1.325626 -2.865566 -0.2 0.0 0.0
C -3.926819 -0.709934 -1.485881 -0.2 0.0 -0.1
C -0.653814 2.205995 -2.524779 0.0 0.2 0.1
C -0.516585 2.990467 -1.207524 0.1 0.1 0.0
C -1.309174 3.115433 -3.567874 0.1 0.2 -0.1
C 0.758336 1.841655 -3.011575 0.0 0.1 -0.1
H -2.156038 0.547704 -4.716592 0.1 -0.1 0.1
H -2.273638 -1.092785 -4.047221 0.1 0.1 0.0
H -0.691856 -0.418960 -4.427306 -0.2 0.0 0.0
H -3.329627 2.596963 -0.642906 -0.1 -0.2 0.0
H -2.948373 1.156303 0.327007 -0.1 0.1 -0.1
H -4.628300 1.505488 -0.131430 0.1 0.0 0.0
H -3.983644 2.339797 -3.131948 -0.1 -0.2 0.0
H -5.352931 1.385395 -2.529449 0.2 0.0 -0.1
H -4.281073 0.716507 -3.778535 0.0 0.1 0.2
H -3.381041 -1.188916 -0.663536 0.0 0.0 0.0
H -3.826402 -1.362839 -2.363483 0.0 0.1 0.2
H -4.991633 -0.688859 -1.203126 0.1 0.0 0.0
H -1.491082 3.276244 -0.792001 0.2 0.0 -0.1
H 0.056545 3.918395 -1.376249 -0.1 -0.1 0.0
H 0.029465 2.401811 -0.457293 0.0 0.1 -0.1
H -2.299813 3.455705 -3.245113 0.2 0.0 -0.1
H -1.422909 2.609454 -4.534998 0.0 0.1 0.2
H -0.689006 4.015452 -3.734045 -0.1 -0.2 0.0
H 1.285349 1.192206 -2.303102 0.0 0.1 0.0
H 1.367017 2.753515 -3.124365 -0.1 -0.1 0.0
H 0.735539 1.332607 -3.984076 0.0 0.1 0.2
C -0.689588 -2.591647 2.885500 0.3 -0.2 -0.2
C 0.702964 -2.744004 2.319035 0.0 0.2 -0.4
C 1.775191 -3.372328 2.887466 0.5 -0.1 0.1
C 2.867400 -3.259661 1.963109 0.0 -0.1 0.5
C 2.412690 -2.554331 0.883557 -0.4 0.0 0.2
C 3.190370 -2.168944 -0.345147 -0.2 0.0 0.2
N 1.066149 -2.236780 1.073891 0.3 -0.2 0.4
H -1.258250 -3.521130 2.818842 0.0 0.0 0.0
H -1.266900 -1.833622 2.355301 0.0 0.0 0.0
H -0.652446 -2.303459 3.938040 0.0 0.0 0.0
H 1.785794 -3.867583 3.854280 0.0 0.1 -0.2
H 3.877853 -3.635493 2.093251 -0.2 0.1 0.0
H 4.252960 -2.284216 -0.145657 0.1 0.0 0.1
H 3.033183 -1.125550 -0.631956 0.0 0.0 0.0
H 2.953290 -2.796250 -1.200090 -0.1 -0.1 -0.1
```
Forces are in eV/Å.

Summary:
DFT total energy (a.u.): -3405.68707
Relative energy (zero: lowest compared OMol25 entry of this formula, charge and spin) (kJ/mol): 145.4